DFT (ωB97M-V with the def2-TZVPD basis set) results for C26H63NbP as an isolated structure at a distorted geometry.

**Total charge**: -1
**Orbital gap**: 6.8 eV

Each line ends with the Löwdin charge.
Positions of all 91 atoms, in Å:
Nb: -2.18 -1.65 0.19  0.76
P: -3.42 -1.06 -1.96  0.64
C: -0.10 -4.15 -3.40  -0.28
C: -1.40 -7.48 -4.42  -0.11
C: 2.38 -0.20 -1.80  -0.21
C: 3.92 -0.30 -1.82  -0.23
C: 0.39 2.79 1.15  -0.21
C: -1.36 0.32 0.98  -0.43
C: -1.66 1.58 0.16  -0.34
C: 0.99 6.36 5.63  -0.23
C: 1.42 3.10 0.05  -0.19
C: 2.01 3.41 5.42  -0.11
C: 0.90 -6.39 -4.22  -0.23
C: -0.28 -6.73 -5.13  -0.28
C: 0.54 -5.49 -3.03  -0.22
C: -5.25 -1.03 -1.63  -0.54
C: -1.06 2.89 0.69  -0.22
C: 0.55 3.83 5.38  -0.27
C: 2.32 1.91 -0.32  -0.21
C: 0.80 -3.26 -4.25  -0.11
C: 0.56 6.44 7.09  -0.27
C: -5.95 0.19 -2.25  -0.21
C: 1.84 1.19 -1.58  -0.21
C: 4.52 -0.76 -0.50  -0.26
C: 0.34 5.24 4.83  -0.23
C: -3.27 -2.30 -3.33  -0.40
C: 4.23 -2.23 -0.20  -0.10
C: -0.93 6.70 7.27  -0.11
H: 5.14 -2.79 0.00  0.06
H: 3.72 -2.71 -1.03  0.06
H: -2.21 -7.73 -5.12  0.06
H: 2.08 6.26 5.58  0.10
H: 0.76 7.32 5.14  0.11
H: 4.21 -1.01 -2.58  0.10
H: 4.16 -0.14 0.31  0.09
H: 2.60 4.05 6.08  0.06
H: -2.89 -3.33 -0.09  -0.19
H: 3.35 2.24 -0.46  0.10
H: -2.74 1.71 0.10  0.08
H: 0.59 1.81 1.55  0.08
H: -0.13 -6.02 -2.35  0.10
H: 2.11 2.38 5.79  0.07
H: -0.68 -5.81 -5.57  0.10
H: 1.74 -3.06 -3.74  0.06
H: -1.19 6.78 8.33  0.07
H: -3.04 -3.28 -2.93  -0.01
H: -7.01 -0.01 -2.43  0.05
H: 0.89 3.41 -0.85  0.10
H: -1.40 -2.66 1.50  -0.16
H: 0.84 5.52 7.61  0.10
H: 1.98 -0.87 -1.04  0.10
H: -5.50 0.46 -3.20  0.04
H: -5.39 -1.04 -0.56  0.01
H: -0.34 -3.62 -2.48  0.05
H: 2.00 -0.57 -2.75  0.10
H: -0.01 3.13 4.76  0.10
H: 0.75 1.14 -1.54  0.10
H: 1.04 -3.72 -5.22  0.06
H: -1.64 0.47 2.02  0.02
H: -2.48 -1.99 -4.00  0.00
H: -0.74 5.43 4.74  0.10
H: -5.87 1.05 -1.60  0.05
H: 0.32 -2.30 -4.45  0.06
H: 2.45 3.45 4.43  0.07
H: 3.59 -2.35 0.67  0.07
H: -1.84 -6.89 -3.62  0.07
H: 1.46 -5.30 -2.46  0.11
H: -3.67 -1.44 1.26  -0.16
H: 0.72 5.27 3.80  0.10
H: -1.23 7.62 6.78  0.07
H: 0.09 -7.33 -5.97  0.10
H: 1.13 7.24 7.58  0.10
H: -1.10 3.61 -0.13  0.09
H: 2.33 1.20 0.50  0.10
H: 2.04 3.94 0.35  0.10
H: -5.68 -1.94 -2.03  0.05
H: 0.55 3.48 1.97  0.08
H: -1.34 1.42 -0.87  0.06
H: 5.60 -0.61 -0.55  0.09
H: -1.03 -8.41 -3.99  0.07
H: -4.20 -2.34 -3.90  0.01
H: -1.04 -4.32 -3.92  0.09
H: 2.08 1.81 -2.45  0.11
H: -0.75 -2.06 -0.94  -0.15
H: 0.12 3.75 6.39  0.10
H: -1.69 3.31 1.47  0.10
H: -0.29 0.13 0.98  0.00
H: 4.33 0.67 -2.10  0.10
H: -1.53 5.89 6.85  0.07
H: 1.68 -5.92 -4.82  0.10
H: 1.33 -7.32 -3.84  0.10